Molecular formula: C7H10O
Method: DFT, ωB97M-V with the def2-TZVPD basis set

Total energy, Ha: -347.74688
Structure (SMILES): C=C(CC=O)C1CC1
HOMO-LUMO gap, eV: 9.59
HOMO level, eV: -8.94

Atoms and positions in Å:
C (0.50, 1.82, -0.47)
C (-0.16, 0.77, 0.18)
C (-1.69, 0.61, 0.54)
C (-2.29, -0.57, -0.27)
C (0.88, -0.16, 0.66)
C (0.87, -1.30, -0.31)
C (2.28, -0.58, -0.06)
H (0.05, 2.54, -1.01)
H (1.65, 2.10, -0.46)
H (-2.00, 0.13, 1.47)
H (-2.28, 1.47, 0.62)
H (-1.58, -1.47, -0.69)
H (0.57, -0.39, 1.78)
H (0.71, -2.42, -0.18)
H (0.31, -0.75, -1.28)
H (2.79, -0.15, -0.94)
H (2.96, -1.19, 0.67)
O (-3.58, -0.46, -0.23)